Below is a structure of composition C29H40F32O7Si2, with properties calculated with wB97M-V/def2-TZVPD.

XYZ file:
```
110
Properties=species:S:1:pos:R:3:lowdin_charge:R:1
C 6.0793 1.8158 -2.4212 -0.104
C 4.7695 1.6497 -3.4236 -0.240
O 4.1892 2.9915 -3.5863 -0.232
C 4.5378 3.6024 -4.8781 -0.167
C 5.0529 5.1533 -4.5491 -0.172
O 4.6602 5.5666 -3.1754 -0.297
C 3.2430 6.0605 -3.1781 -0.305
Si 2.6243 6.0146 -1.3549 0.593
O 1.6358 4.6047 -0.9569 -0.480
Si -0.0203 4.8019 -1.5592 0.543
C -0.2331 3.9927 -3.2932 -0.299
C -0.9279 2.5085 -3.2914 -0.425
C -2.5872 2.5999 -3.4654 -0.113
C -0.5097 1.5429 -2.0349 -0.135
H 6.9302 2.4768 -2.8857 0.076
H 6.4431 0.7005 -2.2005 0.090
H 5.7112 2.3189 -1.4105 0.096
H 5.1198 1.1342 -4.4138 0.120
H 4.0204 0.9343 -2.8517 0.130
H 5.3101 3.0026 -5.5209 0.129
H 3.5340 3.7181 -5.5088 0.127
H 6.2306 5.2613 -4.6928 0.134
H 4.5681 5.9118 -5.3294 0.128
H 3.3181 7.1814 -3.5632 0.109
H 2.5665 5.4447 -3.9313 0.091
H 3.8370 5.9245 -0.5037 -0.020
H 1.9884 7.2978 -1.0370 -0.040
H -0.9778 4.1599 -0.6236 -0.030
H -0.4165 6.2295 -1.6034 -0.037
H -0.9711 4.7034 -3.9045 0.088
H 0.8057 4.0386 -3.8323 0.069
H -0.5560 1.9578 -4.2811 0.132
H -3.1213 2.9461 -2.4818 0.076
H -2.7555 3.3822 -4.3460 0.084
H -3.0271 1.5791 -3.8675 0.085
H -0.5843 0.4223 -2.4396 0.091
H 0.5869 1.6722 -1.6472 0.085
H -1.3264 1.6340 -1.2002 0.059
C -3.7746 -1.0598 0.0840 -0.047
C -4.4227 0.0294 -0.7844 -0.423
C -4.8078 1.3011 -0.0379 -0.290
F -5.7162 1.0740 0.9389 0.086
F -5.3784 2.1987 -0.8859 0.086
F -5.4869 -0.5016 -1.4442 0.126
F -3.5157 0.3635 -1.7562 0.074
O -4.6422 -2.0996 0.5435 0.024
C -5.3780 -1.8004 1.7293 -0.470
C -6.8924 -1.7481 1.4928 -0.257
F -7.2226 -0.8156 0.5623 0.090
F -7.5552 -1.4115 2.6305 0.096
F -4.8888 -0.6663 2.2837 0.118
F -5.0847 -2.8006 2.6063 0.132
H -3.0516 -1.5787 -0.5588 0.150
H -3.1664 -0.6438 0.8961 0.148
H -3.9302 1.7810 0.4074 0.174
H -7.2683 -2.7150 1.1452 0.172
C -4.8222 -7.0975 -2.6028 -0.054
C -3.7727 -6.0136 -2.3125 -0.430
C -3.6519 -5.6131 -0.8469 -0.286
F -4.8021 -5.0993 -0.3532 0.080
F -2.7070 -4.6468 -0.6921 0.089
F -4.0157 -4.9350 -3.1045 0.125
F -2.5605 -6.5057 -2.7214 0.102
O -6.0946 -6.6362 -3.0641 0.033
C -7.0063 -6.2370 -2.0410 -0.475
C -7.3482 -4.7431 -2.0983 -0.260
F -6.2382 -3.9698 -1.9792 0.086
F -8.1770 -4.3902 -1.0806 0.091
F -6.5232 -6.6243 -0.8371 0.122
F -8.1335 -6.9740 -2.2449 0.137
H -4.4320 -7.6896 -3.4408 0.152
H -4.9196 -7.8190 -1.7827 0.147
H -3.3561 -6.4650 -0.2258 0.177
H -7.8333 -4.4882 -3.0453 0.178
C 11.1974 2.1398 0.5760 -0.055
C 11.1609 1.8525 -0.9329 -0.430
C 9.7676 1.6386 -1.5122 -0.300
F 9.1331 0.5791 -0.9592 0.075
F 9.8389 1.3843 -2.8467 0.086
F 11.9799 0.8015 -1.2060 0.124
F 11.7236 2.9319 -1.5630 0.102
O 11.4790 1.0236 1.4242 0.031
C 10.3538 0.2109 1.7566 -0.476
C 10.4641 -1.2143 1.2010 -0.265
F 10.5833 -1.2173 -0.1518 0.087
F 9.3542 -1.9421 1.4936 0.094
F 9.2189 0.8423 1.3743 0.122
F 10.3180 0.1714 3.1177 0.136
H 12.0419 2.8215 0.7409 0.152
H 10.3218 2.7046 0.9178 0.147
H 9.1419 2.5273 -1.3796 0.169
H 11.3361 -1.7297 1.6146 0.176
C -3.0159 -2.1349 7.8160 -0.056
C -3.6979 -1.0773 8.6973 -0.431
C -4.8745 -1.5889 9.5200 -0.291
F -5.8761 -2.0710 8.7484 0.084
F -5.4148 -0.5822 10.2584 0.091
F -4.0551 -0.0167 7.9245 0.125
F -2.7483 -0.5998 9.5627 0.100
O -3.4147 -2.1645 6.4430 0.033
C -4.5984 -2.9130 6.1677 -0.472
C -5.7459 -2.0405 5.6441 -0.269
F -6.0775 -1.0646 6.5284 0.090
F -6.8695 -2.7778 5.4416 0.097
F -4.9368 -3.6317 7.2639 0.121
F -4.2448 -3.8242 5.2190 0.134
H -1.9516 -1.8684 7.7801 0.151
H -3.0307 -3.1333 8.2694 0.146
H -4.5609 -2.3749 10.2148 0.175
H -5.4724 -1.5583 4.7008 0.151
```

HOMO level = -9.5 eV
Molar mass = 1164.740 Da
LUMO energy = 0.49 eV
HOMO-LUMO gap = 10.0 eV

***

Below is a structure of composition C23H64AsF6O9, with properties calculated with wB97M-V/def2-TZVPD.

XYZ file:
```
103
Properties=species:S:1:pos:R:3:lowdin_charge:R:1
As 0.2607 0.7320 0.0000 0.953
F 0.9722 1.4049 -1.5364 -0.326
F -0.6261 -0.5302 -0.9322 -0.314
F -0.4994 0.1937 1.5464 -0.318
F 1.2899 1.8869 1.0301 -0.345
F -1.0960 1.9047 -0.2517 -0.321
F 1.6511 -0.4393 0.1396 -0.328
C -0.2038 6.8560 -4.7759 -0.081
C 0.9671 7.3751 -3.9470 -0.467
C 0.4901 7.5058 -2.4236 -0.050
O 2.0374 6.4447 -4.1133 -0.056
H 0.1297 6.6084 -5.7836 0.073
H -1.0284 7.5515 -4.9320 0.075
H -0.4978 5.9059 -4.3298 0.082
H 1.2471 8.4024 -4.1803 0.126
H 0.2751 6.5229 -2.0044 0.076
H -0.4012 8.1332 -2.4303 0.066
H 1.3170 8.0046 -1.9181 0.067
H 1.7144 5.5509 -3.9776 0.088
C 6.2001 8.0370 3.9445 -0.043
C 4.8555 7.2009 4.1214 -0.487
C 4.8453 6.3923 5.3540 -0.085
O 3.8188 8.1918 4.0779 -0.054
H 6.2995 8.7595 4.7546 0.072
H 6.3235 8.5276 2.9789 0.068
H 6.9947 7.2951 4.0235 0.064
H 4.7682 6.4754 3.3125 0.131
H 5.5882 5.5953 5.3245 0.089
H 3.8521 5.9467 5.4091 0.082
H 4.8963 7.0005 6.2571 0.086
H 3.0733 7.8530 4.5788 0.076
C -8.6673 -1.8776 0.3380 -0.062
C -7.3518 -1.2771 -0.2138 -0.541
C -7.3774 -1.3525 -1.7258 -0.072
O -7.3716 0.0216 0.1703 -0.023
H -8.5670 -1.8787 1.4234 0.074
H -9.0348 -2.8145 -0.0806 0.073
H -9.5218 -1.2335 0.1304 0.074
H -6.5602 -1.9243 0.1638 0.137
H -7.6219 -2.3608 -2.0599 0.071
H -6.3992 -1.2684 -2.1994 0.076
H -8.0853 -0.6615 -2.1834 0.085
H -6.5825 0.4634 -0.1516 0.107
C -2.8858 -9.0117 4.9580 -0.092
C -2.6443 -8.7540 3.5066 -0.474
C -2.5141 -7.2373 3.1490 -0.039
O -1.5291 -9.5214 3.0221 -0.051
H -2.1673 -8.5720 5.6498 0.083
H -2.9368 -10.0312 5.3403 0.074
H -3.8467 -8.5924 5.2562 0.079
H -3.5628 -9.0853 3.0222 0.122
H -1.4985 -6.8433 3.1130 0.078
H -3.1740 -6.6442 3.7823 0.076
H -2.7579 -7.0425 2.1046 0.070
H -1.4810 -10.3606 3.4858 0.075
C -7.8145 7.4369 -2.1676 -0.074
C -7.4270 6.3996 -1.1414 -0.478
C -7.0648 6.8698 0.2635 -0.058
O -8.7108 5.7603 -1.0039 -0.073
H -8.8423 7.7992 -2.1481 0.083
H -7.6388 7.0284 -3.1628 0.074
H -7.1687 8.3135 -2.2185 0.072
H -6.6268 5.7886 -1.5588 0.136
H -7.8598 7.4714 0.7041 0.080
H -6.1681 7.4791 0.1507 0.080
H -7.0091 6.0316 0.9580 0.077
H -8.4053 4.9463 -0.5970 0.080
C -0.0621 -7.1954 -4.7980 -0.069
C 0.1194 -8.1454 -6.0139 -0.446
C 0.0624 -7.3669 -7.3820 -0.048
O 1.4701 -8.5490 -5.8851 -0.079
H 0.6013 -6.3545 -4.5961 0.088
H 0.0967 -7.7724 -3.8871 0.068
H -1.0886 -6.8341 -4.7345 0.075
H -0.5084 -9.0324 -5.9282 0.128
H -0.9678 -7.0686 -7.5764 0.068
H 0.3348 -7.9840 -8.2382 0.066
H 0.7512 -6.5222 -7.3917 0.080
H 1.5664 -8.6475 -4.9350 0.069
C 8.8210 -3.1174 -2.5255 -0.071
C 7.4892 -3.1865 -3.2738 -0.490
C 6.7430 -4.3910 -2.8604 -0.086
O 6.6516 -2.0125 -3.0382 -0.051
H 9.5065 -3.9242 -2.7849 0.076
H 8.5994 -3.1855 -1.4605 0.077
H 9.2450 -2.1217 -2.6555 0.076
H 7.7707 -3.2568 -4.3245 0.133
H 7.4082 -5.2532 -2.8144 0.082
H 5.9798 -4.5665 -3.6186 0.083
H 6.1780 -4.2868 -1.9341 0.088
H 6.1105 -2.1066 -2.2509 0.082
C 6.7519 0.0824 3.5702 -0.188
O 6.9841 -1.2887 3.6203 -0.115
H 7.5736 0.6895 3.9500 0.072
H 6.4564 0.4287 2.5797 0.080
H 5.9416 0.2910 4.2688 0.076
H 6.2063 -1.6939 4.0109 0.076
C 2.1750 -0.9489 7.8775 -0.188
O 2.3742 -1.7905 6.7649 -0.104
H 2.0281 -1.4520 8.8332 0.065
H 2.9900 -0.3058 8.2097 0.069
H 1.2716 -0.3591 7.7216 0.079
H 1.7290 -1.5253 6.1053 0.078
```

HOMO level = -8.2 eV
Molar mass = 673.666 Da
Total charge = -1
LUMO energy = 2.07 eV
HOMO-LUMO gap = 10.3 eV